No. 1
This record from OMol25 describes a molecular structure, C48H61InN4O2. The level of theory is wB97M-V/def2-TZVPD.

```
116
Properties=species:S:1:pos:R:3:mulliken_charge:R:1
C -3.97376 -2.00953 -2.65479 -1.48
H 3.70782 11.04050 -2.97113 0.36
H -0.34123 -2.91420 -0.34618 -0.88
H -0.69837 4.54411 -5.04493 0.24
H -0.90366 -0.15555 5.20839 0.24
H 3.87936 0.55995 4.72060 0.37
H 3.40674 -5.56480 4.01499 0.42
H 2.66367 -4.26517 4.93604 0.38
H -0.69433 3.40608 -6.44459 0.33
H -2.20712 -2.74691 -3.62083 0.18
C -2.51486 -6.36085 3.49928 -1.11
H 3.91686 -3.45119 0.77660 0.24
C -2.15430 -4.13135 1.69380 0.57
C -2.74135 -2.60372 -2.64707 -0.35
H 4.35358 -4.15489 4.47429 0.33
H -6.98803 -2.33837 1.68040 0.46
H -3.56741 3.20461 -3.92401 0.39
H 5.15462 9.57204 -1.69241 0.34
H -3.51938 -0.76670 1.81000 0.11
H 1.33659 7.62156 -3.96197 0.40
H -0.07034 1.18787 -3.67651 -0.01
In 1.22035 3.15966 -2.83722 0.69
C -1.27455 3.80060 -5.58150 -1.50
H 3.08365 -0.36270 0.64636 0.04
H -1.41797 1.00399 -6.07317 0.47
H -2.26046 4.24613 -5.89931 0.37
C 3.00215 -3.69764 2.82227 0.33
H 4.57768 -4.88889 1.72641 0.39
H -1.36323 1.82435 2.31178 0.46
C -2.73266 -2.81815 -0.23530 -0.75
C 2.70270 5.77699 -2.54998 0.39
H 0.35789 2.00094 2.14765 0.31
H 4.74920 4.63126 0.14657 0.34
C -0.60817 -3.25008 -1.34087 2.84
C 3.08403 3.33388 -0.19676 1.15
C 3.33727 -4.47932 4.12621 -1.67
N 2.76104 3.83664 -1.33970 -0.16
O 1.97572 5.29188 -3.50237 -0.85
H -0.24030 -1.41343 -2.45460 0.75
H 1.77073 -0.92818 -0.46369 -0.44
C -0.41433 1.60555 2.80253 -2.03
H 0.32991 -3.87135 4.08686 0.07
C 2.63978 -2.26229 3.16603 1.38
H 4.51020 7.16090 -1.21739 0.40
C -0.29412 -4.74265 -1.50471 -1.60
N 0.30274 -2.51839 2.52107 0.74
H 3.47491 4.98410 1.09538 0.39
H -4.36474 -1.58542 -3.50789 0.56
H -3.92332 -7.11803 2.02765 0.34
H -2.50794 0.73711 -4.65370 0.33
C -0.32166 0.08588 3.07144 1.73
C 2.80807 2.01823 0.18972 -0.97
H -1.46685 -1.39700 4.08691 0.16
C -1.24572 -0.31476 4.19022 -1.21
C -3.02895 -5.22651 1.41232 -0.62
C 0.12294 -2.40801 -2.39450 -2.52
H -4.73616 0.03575 0.91538 0.27
H 4.93382 -3.19599 2.24099 0.33
C 2.67952 -0.35464 -0.36187 -0.12
C 3.52466 9.97486 -2.88683 -0.63
H -2.69378 -7.18411 4.12035 0.40
H -0.84151 -5.66036 4.52035 0.42
H 1.20663 -2.39373 -2.10062 0.39
H 1.79882 1.45574 4.15247 0.30
C 2.51057 1.03774 -0.75268 1.06
H 3.34854 -0.95156 -0.97197 0.47
H -2.53421 2.48724 -2.73743 0.35
H -0.87297 -5.30204 -0.79064 0.42
C 3.55225 -1.45353 3.89695 -0.55
H -6.51288 -3.44207 0.34012 0.38
H -3.71021 -5.07909 0.58662 0.41
C -0.14152 2.25962 -3.96890 -0.92
H 2.20845 -4.19348 2.35553 0.42
C 1.05072 -0.42765 3.34049 0.73
N 3.09605 5.25226 -1.44706 -0.67
C 4.02257 7.77015 -1.95331 -0.50
N -2.06107 -3.03832 0.97853 0.47
H 4.36062 3.56629 1.53745 0.38
C 3.22668 -0.14208 4.24865 -1.31
C 3.97062 4.15761 0.69665 -1.50
C 1.32475 -1.79712 3.05968 -0.86
H -2.37417 4.18066 -3.30569 0.37
O 2.20754 1.26167 -1.95640 -0.91
C -1.45921 2.62453 -4.58020 2.61
C 2.39593 9.42360 -3.48956 -0.32
H -5.67866 -1.54669 -1.46810 0.04
H 1.61752 10.00734 -4.10533 0.25
C -4.65423 -1.93912 -1.43768 -0.06
C 1.99611 0.38056 3.97494 -0.58
C -4.95186 -2.16721 1.02097 1.25
C -2.04613 -2.90624 -1.42852 0.12
C -4.57703 -0.80742 1.56923 -1.21
C -1.46954 -5.44621 3.68872 -0.81
H -2.91996 1.83397 -5.95619 0.41
C 4.17920 -3.83250 1.81353 -1.48
H -4.58557 -2.92322 1.68890 0.09
C -1.22922 -4.37733 2.85750 0.80
C -2.07459 1.43517 -5.34850 -1.91
H -2.25719 0.18904 4.10788 0.39
H -5.11481 -0.69210 2.52491 0.42
C -4.12644 -2.34866 -0.22515 0.36
C 4.27997 9.15569 -2.14688 -0.33
C -0.11108 -3.55472 3.15725 -1.04
C -6.40990 -2.46848 0.77992 -1.86
H -0.54737 -5.09866 -2.56038 0.30
H 0.00137 -2.85974 -3.36873 0.48
H 3.12938 1.65584 1.19658 -0.12
C -2.51809 3.15072 -3.60774 -1.73
H 4.52740 -1.85691 3.99998 0.42
C 2.20147 8.04402 -3.47259 -0.45
H -0.73013 -0.31843 2.12633 -0.49
H -6.85438 -1.67831 0.14407 0.35
H 0.76424 -4.90595 -1.24401 0.33
C -3.25831 -6.27660 2.29536 -0.54
C 2.97733 7.25959 -2.66846 0.50
H -0.43165 2.13181 3.75044 0.44
```

Molar mass, g/mol: 840.86
LUMO, eV: 4.1
Total charge: -2
Kohn-Sham gap, eV: 5.448
Energy above the lowest of the compared OMol25 structures with the same formula, charge and spin, kcal/mol: 25.7
HOMO, eV: -1.37

---

No. 2
This record from OMol25 describes a molecular structure, C48H66As5BCoN4Si2. The level of theory is wB97M-V/def2-TZVPD.

```
127
Properties=species:S:1:pos:R:3:mulliken_charge:R:1
H 4.76326 1.15359 -3.15779 0.46
C -1.54751 -3.33031 -2.00856 0.80
C 1.95020 3.59908 -4.41398 -0.91
H -4.57607 0.09248 -2.62539 0.30
H -4.89393 3.78385 3.84193 0.40
C -2.31336 -2.90000 0.91838 -1.73
H 0.47212 -1.98194 1.83683 1.19
H -1.81477 0.86602 -2.99597 0.04
H -2.50373 2.66629 -1.78487 0.04
C -0.68899 -3.44279 -3.10498 -0.16
H 5.99020 1.15562 1.47931 0.16
C -4.58928 3.05290 3.10381 -0.69
H 5.27727 2.51604 -2.17079 0.58
H -4.48357 -3.63339 -3.68338 0.45
H 2.90854 -3.42417 1.98536 0.08
H 2.44826 -2.62760 3.49103 0.23
C 0.13913 -4.88594 1.57763 -0.13
B 0.58554 2.38257 3.31346 0.63
C -5.48295 2.63832 2.12727 -0.81
H -1.91507 1.19209 2.19800 0.01
H 6.65904 -1.53346 -0.80200 0.28
C 4.04240 0.06160 3.58222 -0.66
H 6.07468 -2.62678 1.36848 0.28
H 1.39480 -0.93830 -4.00234 0.63
H 2.02472 5.69614 -3.97041 0.42
H 2.73656 -0.20085 -3.07792 0.27
C 1.07944 4.57948 -2.40238 -0.85
H -1.99514 -3.42840 1.81503 0.56
C -7.40044 -1.56747 -1.77142 -0.54
C -2.10102 3.54467 -1.28195 -1.14
Co 1.32446 0.73653 0.36988 0.58
Si 5.10571 0.43414 -0.76228 0.73
C 2.68755 3.81911 2.87952 -0.70
H 5.58083 -1.54856 -2.19405 0.30
H -2.05142 -1.05558 1.96592 -0.53
H 6.42577 -2.06670 3.00700 0.38
H -7.75254 -2.48538 0.13655 0.40
H 5.95942 2.51434 0.36358 0.42
C -1.02764 0.14857 -3.21174 -0.83
C 1.71883 4.71692 -3.62426 -0.86
H -0.68529 0.28188 -4.23793 0.60
H -0.37886 -4.30963 2.33438 0.00
As 0.50803 0.42845 -2.02003 1.72
C 6.17859 1.44909 0.44565 -1.10
H 0.37832 -3.33022 -2.95515 0.20
H -5.59182 -1.78928 1.07697 0.34
H -3.09388 -3.50598 0.45797 0.73
H 2.09613 -6.94750 -1.00927 0.41
H -0.59376 5.65564 -0.13951 0.58
C 0.83975 -6.01286 1.98100 -0.89
C 1.57005 2.34858 -3.95764 -0.40
N 1.84824 2.83729 2.53381 -0.45
H -8.35726 -1.86776 -2.17898 0.36
N 2.09856 2.45255 1.27353 1.97
H 1.91290 -1.61854 -2.43842 0.12
C -2.82912 -1.53220 1.36497 -0.42
N 0.59136 0.08457 2.18711 1.41
H 7.24318 1.31106 0.24307 0.40
C 6.19276 -0.90260 -1.56117 -1.29
H -1.42259 -0.85697 -3.08602 -0.02
C -5.28002 -0.46789 -2.01841 -0.56
H 0.03596 0.48149 5.32227 0.62
C 0.96384 2.19845 -2.71318 -0.34
H -3.62565 -3.28087 -1.43580 0.09
C -3.82529 1.14688 1.21017 0.45
C -0.24386 4.86152 0.51974 -1.68
C -7.06191 -1.91339 -0.47017 -0.72
As -0.42803 3.10677 -0.32957 1.66
H 0.68633 2.73928 4.45409 -0.23
H -1.92102 4.33041 -2.01513 0.53
H 4.59810 -0.19600 4.48719 0.53
H 2.43597 3.70125 -5.37597 0.42
H 3.97772 -3.50218 3.39078 0.55
H 2.99752 0.21680 3.86030 0.00
C 0.07830 -1.25006 3.90797 -0.87
H -0.37598 2.85284 2.74660 -0.39
H -3.70555 -1.63170 2.00743 0.87
H 0.85006 -4.96904 -1.71773 0.23
As -0.74980 -2.79637 -0.29724 1.59
H -5.80382 1.39806 0.41090 0.41
H -6.48412 3.05058 2.10008 0.41
H -0.14161 -2.12956 4.48813 0.57
C -5.83742 -1.52783 0.05445 -0.09
C 0.16572 0.06316 4.33893 -1.13
C 0.68569 3.32840 -1.93556 0.17
C 1.54145 -6.76702 1.05407 -0.48
H 0.78600 5.05359 0.82199 0.34
C 4.64481 1.62548 -2.17993 -0.92
H 4.42559 1.01389 3.20714 0.08
C -3.30295 2.53162 3.12342 -0.76
C -2.92517 1.58865 2.18063 0.00
Si 4.17020 -1.28101 2.24728 0.29
C 3.51638 4.09576 1.80250 -1.38
C -2.91631 -3.39684 -2.24458 -0.35
C -1.17577 -3.66074 -4.38306 -1.04
H 0.87930 5.46422 -1.81013 0.33
C 0.10303 -4.49654 0.23975 0.92
C 0.83357 -5.25266 -0.67464 -0.46
C 1.77356 -0.70185 -3.00832 -1.40
C -6.50747 -0.84146 -2.54619 -0.63
H 3.48431 3.06210 -0.18153 0.56
H -0.48704 -3.74745 -5.21421 0.42
H 2.08731 -7.64728 1.36734 0.39
As -3.18366 -0.20978 -0.05274 1.29
H -2.83346 3.88966 -0.55101 0.42
H 2.65090 4.27109 3.85601 0.52
C 3.29056 -2.85747 2.83813 -0.95
H 6.60035 -0.96334 1.63875 0.32
C -4.93145 -0.80247 -0.71239 0.17
C 5.99498 -1.77440 2.04688 -1.21
C 3.10416 3.20330 0.81723 -1.23
C 0.36947 -1.18212 2.54864 -2.23
H 4.29952 4.83101 1.74225 0.51
H 0.84416 -6.29920 3.02516 0.41
H -2.93223 -3.89836 -5.59584 0.39
H -0.86692 4.85658 1.41424 0.34
H -2.58723 2.85887 3.86756 0.48
C -2.54528 -3.74128 -4.59723 -0.67
H -6.76394 -0.57212 -3.56304 0.41
H 1.76718 1.47455 -4.56792 0.36
H 3.60980 1.96008 -2.09989 -0.33
C 1.53896 -6.37716 -0.27680 -0.81
As 3.24875 -0.66161 0.17837 -0.50
H 6.98503 -0.46687 -2.17532 0.38
N 0.47772 0.83706 3.29293 0.07
C -3.41274 -3.59894 -3.52570 -0.79
C -5.10124 1.69880 1.17863 -0.71
```

Molar mass, g/mol: 1199.61
LUMO (alpha / beta), eV: 0.6 / 0.4
Spin multiplicity: 4
Total charge: 0
Kohn-Sham gap (alpha / beta), eV: 7.236 / 7.259
HOMO (alpha / beta), eV: -6.63 / -6.87

---

No. 3
This record from OMol25 describes a molecular structure, C48H67GeN2O8PRhSSi. The level of theory is wB97M-V/def2-TZVPD.

```
130
Properties=species:S:1:pos:R:3:mulliken_charge:R:1
C 3.12453 -3.16722 -3.22289 1.52
H 3.89923 -0.50985 4.05053 0.56
C 2.99848 -4.50436 -2.50219 -1.31
C -2.37985 -2.28602 -3.65156 -1.28
H -5.34766 4.54277 2.73059 0.46
H 3.50282 -3.95667 -5.20206 0.57
H -1.21660 -5.79079 -0.15534 0.49
O 2.25967 -2.22351 -2.56838 1.13
H -2.23735 -4.83623 -2.78354 0.29
H -1.35325 0.99629 4.34497 0.41
H -0.68952 1.02998 -5.46721 0.32
C 3.19789 -0.87872 0.24263 -0.15
H 3.66495 -5.24536 -2.94502 0.45
C -2.92983 -1.99153 4.53487 -0.78
H -0.43258 -2.19597 -5.64179 0.00
C 1.98733 -1.09865 7.33296 -0.79
C 1.05989 0.54796 -4.29925 1.74
Si 0.69376 -1.79852 -2.79598 -4.24
H -1.82417 -0.03913 -2.22816 -2.11
C 0.56554 3.97444 0.49714 -0.38
C -3.29768 1.13282 1.45940 -1.34
C -4.77747 3.92877 2.03357 -1.22
C 3.71648 -0.63082 2.99005 -1.20
H -2.63896 -4.93982 -4.49903 0.40
H 5.24995 -3.33788 -3.53710 0.47
H 5.32984 -0.86872 0.03288 0.49
C 0.39474 1.02606 -5.58568 -2.04
H -1.71596 2.33984 2.28041 -1.35
C 0.76058 1.51879 -3.15360 -0.92
H -2.05252 -1.29241 -3.96193 0.05
N 1.02965 7.55737 1.32716 1.03
H 0.07338 -2.91317 3.28293 0.78
H -3.23506 4.63692 -1.68661 0.31
C -1.30783 -3.31582 -4.01396 2.09
H -4.22900 2.61662 -0.60390 -0.21
H -3.82959 4.08183 -3.25441 0.41
H -1.74024 -3.17428 -0.16047 0.03
H 3.24979 -4.38004 -1.44702 0.24
H 5.78152 -0.73241 2.44544 0.40
C -2.66969 1.93735 -1.95029 -0.03
H 2.98992 2.13322 7.50802 0.46
C 0.97028 6.12546 1.46941 -0.45
C 2.14179 -0.80442 1.13329 1.36
H 4.80696 -2.49435 -2.04340 0.22
H -2.54517 -2.27400 -2.57154 0.06
H 4.64152 -1.67514 -3.60929 0.34
H 2.99249 1.38046 -4.80997 0.59
H 0.31465 3.34041 -0.34254 0.12
H 1.91659 -1.98829 7.94403 0.45
H 0.72978 2.03397 -5.83174 0.43
C 1.56366 -1.12928 6.01612 -0.42
H 0.65035 0.35572 -6.40750 0.41
C -1.93392 -2.80842 4.01816 -0.98
C 0.63484 1.97744 1.86802 -0.59
H -5.44158 3.15322 1.64753 0.26
H 2.23726 2.08451 5.14951 0.44
H -4.46809 4.56613 1.20327 0.27
H -2.09078 -3.87727 3.95793 0.49
H 2.81515 0.10255 8.90175 0.41
O -0.15661 -3.14733 -3.17653 -0.40
O 1.27966 8.22123 2.32104 -0.63
C 2.40857 -0.65993 2.49825 0.70
H 1.44350 6.18516 3.55444 0.54
H 2.72517 -2.36006 -5.18429 0.05
C 2.56873 0.42482 -4.50214 -1.38
H 3.00304 -0.98137 -0.81643 0.16
C 1.13044 -3.65378 1.21044 -0.61
O 0.23082 1.21264 0.91140 0.23
C 4.75949 -0.74093 2.09116 -1.18
O 0.14873 -1.12766 -1.43618 3.95
H -1.88244 2.47068 -1.40677 -0.60
H -4.80772 2.04818 -2.16881 0.50
H -1.81619 -3.20521 -6.10905 0.53
H -4.97192 4.53933 -1.98779 0.43
C 4.54771 -2.63168 -3.09403 -1.67
H -3.31852 -2.52261 -4.15240 0.66
C -4.01551 4.05316 -2.17953 -1.65
C -1.83748 -4.72864 -3.79138 -1.82
C 1.20567 5.54340 2.71903 -0.71
C -0.85741 -3.65909 0.22276 -1.24
H 0.47873 5.81132 -0.59168 0.55
H 2.77655 -0.31379 -5.27735 0.30
H 1.28381 3.74064 3.84072 0.29
C -2.61553 0.43933 -1.65287 1.19
H -1.03846 -5.45663 -3.94184 0.36
C 1.12225 4.18555 2.86927 -0.38
C -2.71243 -0.62613 4.67027 -0.80
C -0.92176 -3.15560 -5.48707 -1.67
C -0.53342 -0.88639 3.68498 1.95
H 1.78545 -3.80163 -4.77905 0.07
C -1.52237 -0.06811 4.23931 -1.01
O 0.82836 8.03226 0.22115 -0.62
C -0.61126 -4.98902 0.22840 -0.22
H -2.48773 3.05580 0.88460 0.17
H -3.56392 -0.04662 -1.90295 0.90
C 1.64781 0.02413 5.23486 0.49
C 2.49510 0.07780 7.86872 -0.60
C 0.79601 3.35969 1.76049 1.05
C 2.76420 -3.33491 -4.69707 -1.20
H 1.96701 -4.84734 -2.58992 0.07
H 1.15601 -2.04193 5.59887 0.42
H -2.45678 2.07159 -3.01616 0.71
C 0.65396 5.33214 0.36026 -0.59
C -0.72550 -2.26653 3.61621 -0.54
C 4.50097 -0.83816 0.72876 -0.90
C 2.16891 1.19893 5.76754 -0.28
H -0.29219 1.80106 -3.16515 -0.10
S 0.89973 -5.31352 0.95807 -0.15
C -2.68308 2.48406 1.79759 2.05
O 0.49496 -0.74644 -4.02835 1.16
Rh 0.16411 -0.79396 0.64305 -2.35
H 1.36816 2.41898 -3.25044 0.62
O 0.83937 1.44347 3.16573 -0.53
H -2.94989 4.13340 3.14060 0.50
H -3.89325 2.70738 3.57212 0.26
H 3.04446 0.10582 -3.57370 -0.03
H -0.24291 -3.95304 -5.79192 0.42
N 0.13503 -2.90365 0.80070 1.96
Ge -2.29243 -0.11370 0.24943 1.18
C -4.01169 2.61207 -1.67435 -0.07
H -4.22510 1.26205 0.89324 0.58
C -3.56067 3.32499 2.73034 -0.94
H -3.87238 -2.41932 4.84899 0.46
C 2.58805 1.22089 7.08851 -0.76
H 0.97895 1.04075 -2.19820 -0.15
H -3.14975 -1.43834 0.42079 -0.10
P 1.07070 -0.07756 3.53732 0.90
H -3.54458 0.58659 2.36629 0.56
H 2.01315 -3.28197 1.70698 0.33
H -3.46330 0.00142 5.13152 0.49
```

Molar mass, g/mol: 1066.71
LUMO (alpha / beta), eV: -2.9 / -4.9
Spin multiplicity: 5
Total charge: +1
Kohn-Sham gap (alpha / beta), eV: 5.593 / 6.661
HOMO (alpha / beta), eV: -8.54 / -11.55